The following is a DFT calculation (ωB97M-V with the def2-TZVPD basis set) of 2 unconnected molecules or ions with the total composition C29H56Cl3N3O3P.

CARTESIAN COORDINATES (ANGSTROEM)
C (-1.876, 0.905, -2.121)
C (-0.364, 0.759, -2.353)
C (0.334, 2.124, -2.413)
C (1.692, 2.150, -1.733)
N (1.635, 1.746, -0.327)
C (1.707, 2.765, 0.631)
N (0.453, 3.665, 0.662)
C (-0.721, 2.905, 1.199)
C (-0.442, 2.225, 2.530)
C (-1.484, 1.121, 2.720)
C (-1.367, -0.062, 1.743)
C (-1.560, -1.439, 2.400)
C (-0.709, -2.526, 1.740)
C (-1.458, -3.391, 0.701)
C (-0.460, -4.136, -0.199)
C (-0.461, -3.638, -1.650)
C (0.313, -4.583, -2.559)
C (0.341, -4.135, -4.043)
C (0.008, -5.284, -5.033)
C (-1.348, -5.149, -5.757)
C (-2.522, -5.649, -4.905)
N (-3.497, -4.646, -4.488)
C (-4.579, -4.980, -3.725)
C (-5.350, -3.864, -3.516)
C (-4.708, -2.801, -4.190)
C (-3.561, -3.311, -4.765)
O (0.843, 1.618, 2.620)
C (1.942, 2.304, 2.084)
C (3.170, 1.341, 2.060)
Cl (2.619, -0.335, 1.758)
C (4.020, 1.295, 3.335)
C (3.289, 0.920, 4.614)
P (2.416, 3.817, 3.165)
O (1.039, 4.717, 3.184)
O (3.392, 4.692, 2.150)
H (-2.387, 0.107, -2.643)
H (-2.241, 1.836, -2.549)
H (-2.142, 0.825, -1.071)
H (0.034, 0.126, -1.561)
H (-0.229, 0.212, -3.282)
H (-0.348, 2.878, -2.005)
H (0.461, 2.398, -3.458)
H (2.146, 3.134, -1.847)
H (2.343, 1.454, -2.261)
H (0.871, 1.107, -0.153)
H (2.538, 3.414, 0.367)
H (0.228, 3.927, -0.298)
H (0.609, 4.538, 1.173)
H (-1.052, 2.228, 0.417)
H (-1.529, 3.615, 1.351)
H (-0.573, 2.947, 3.333)
H (-1.488, 0.790, 3.753)
H (-2.449, 1.597, 2.536)
H (-2.092, 0.068, 0.941)
H (-0.393, -0.079, 1.254)
H (-1.306, -1.380, 3.456)
H (-2.608, -1.720, 2.313)
H (0.158, -2.095, 1.237)
H (-0.314, -3.220, 2.478)
H (-2.028, -4.122, 1.270)
H (-2.134, -2.788, 0.095)
H (0.548, -3.998, 0.193)
H (-0.652, -5.207, -0.216)
H (0.049, -2.673, -1.682)
H (-1.493, -3.555, -1.994)
H (1.341, -4.619, -2.199)
H (-0.080, -5.596, -2.514)
H (-0.343, -3.301, -4.188)
H (1.353, -3.818, -4.280)
H (-0.032, -6.228, -4.497)
H (0.774, -5.310, -5.802)
H (-1.290, -5.797, -6.630)
H (-1.497, -4.144, -6.133)
H (-2.160, -6.190, -4.034)
H (-3.078, -6.379, -5.491)
H (-4.761, -5.983, -3.384)
H (-6.278, -3.775, -2.984)
H (-5.053, -1.788, -4.267)
H (-2.847, -2.781, -5.364)
H (3.796, 1.603, 1.212)
H (4.770, 0.528, 3.152)
H (4.578, 2.227, 3.441)
H (2.745, 1.764, 5.027)
H (4.032, 0.657, 5.363)
H (2.619, 0.079, 4.478)
H (1.245, 5.669, 3.175)
H (4.011, 4.100, 1.706)
Cl (2.105, 7.879, 3.910)
C (2.239, 8.293, 5.652)
C (3.076, 7.289, 6.401)
Cl (2.252, 5.715, 6.486)
H (1.232, 8.354, 6.054)
H (2.698, 9.278, 5.705)
H (3.244, 7.629, 7.421)
H (4.039, 7.140, 5.920)

Output
LUMO level, eV: -2.50
Multiplicity: 1
Net charge: +1
DFT total energy, Eh: -3250.29517

Löwdin atomic charge list, values in e, 6 entries: -0.0831 -0.2325 -0.1951 -0.1818 0.0141 -0.2854